The following is a quantum chemistry calculation of a 6-piece molecular cluster, C58H136F6N2O2P4 overall at a distorted geometry, from OMol25.

Results
**Energy relative to the best compared isomer or geometry (same formula, charge and spin)**: 0.000 eV
**DFT total energy**: -4515.0613 a.u.

The geometry in ORCA input format:
```
! RIJCOSX wB97M-V def2-TZVPD def2/J DEFGRID3
* xyz 4 1
C 5.3851 4.6595 0.2069
C 4.0365 4.3457 -0.3742
C 3.9830 4.1857 -1.8736
C 2.7827 3.3433 -2.3015
P 2.6105 3.1079 -4.0769
C 0.9122 2.7107 -4.4703
C -0.1543 3.7029 -3.9448
C -1.0207 3.1912 -2.7777
C -2.1961 4.1729 -2.6201
C 3.6172 1.7462 -4.7032
C 5.0836 1.8128 -4.3354
C 5.4702 0.9532 -3.1386
C 6.8070 1.3845 -2.5714
C 3.0221 4.6747 -4.8744
C 2.8138 4.6636 -6.3966
C 3.3343 5.9374 -7.0724
C 2.6531 7.2134 -6.5906
H 6.0277 3.7771 0.1754
H 5.2968 5.0277 1.2281
H 5.8960 5.4681 -0.3250
H 3.3064 5.1161 -0.0961
H 3.6570 3.4598 0.1520
H 4.9093 3.7486 -2.2694
H 4.0080 5.1802 -2.3283
H 1.8592 3.8361 -1.9681
H 2.8035 2.4151 -1.7244
H 0.6930 1.6905 -4.1371
H 0.8463 2.6459 -5.5610
H -0.8250 3.8065 -4.7999
H 0.2674 4.6826 -3.7174
H -0.4254 3.1736 -1.8670
H -1.4259 2.2257 -3.0767
H -1.8136 5.1978 -2.6127
H -2.6812 4.0448 -1.6520
H -2.9084 4.0837 -3.4356
H 3.5022 1.6924 -5.7874
H 3.1236 0.8510 -4.3063
H 5.5437 2.7954 -4.2531
H 5.5966 1.3267 -5.1709
H 5.5998 -0.0938 -3.4623
H 4.6903 0.8548 -2.3755
H 6.6965 2.3973 -2.1603
H 7.5655 1.4210 -3.3519
H 7.1732 0.7866 -1.7422
H 4.0883 4.8332 -4.6742
H 2.4671 5.4441 -4.3334
H 1.7706 4.4694 -6.6778
H 3.3215 3.7986 -6.8456
H 3.1326 5.7855 -8.1378
H 4.4216 5.9717 -6.9700
H 3.0506 7.5026 -5.6063
H 1.5813 7.0696 -6.4734
H 2.9433 8.0577 -7.2098
C 2.7660 -4.1333 0.7668
C 3.8759 -4.1919 1.8091
C 4.6000 -2.8588 1.8553
C 3.6439 -1.7242 2.1215
P 3.1326 -1.4276 3.8232
C 4.5706 -1.2054 4.8724
C 5.7136 -0.3381 4.3052
C 5.4098 1.1622 4.1848
C 4.9051 1.8600 5.4317
C 2.1152 0.0858 3.7242
C 0.6363 -0.1490 3.4728
C -0.1059 1.1484 3.1774
C -1.5875 0.9135 2.9944
C 2.1117 -2.7434 4.4899
C 1.6115 -2.4846 5.8974
C 0.5490 -3.4847 6.3408
C -0.7017 -3.4582 5.4749
H 3.0359 -3.3811 0.0196
H 1.7837 -3.9286 1.1705
H 2.7358 -5.1033 0.2633
H 4.5706 -5.0003 1.5969
H 3.4075 -4.4064 2.7724
H 4.9937 -2.7083 0.8386
H 5.5023 -2.9145 2.4647
H 2.7430 -1.7263 1.5038
H 4.1607 -0.7824 1.9048
H 5.0100 -2.2153 4.9326
H 4.2980 -0.9860 5.9053
H 6.0384 -0.7530 3.3492
H 6.5654 -0.4878 4.9781
H 4.7198 1.2605 3.3189
H 6.2713 1.6922 3.7678
H 4.7470 2.9174 5.1938
H 5.6610 1.8470 6.2189
H 3.9520 1.5382 5.8565
H 2.5740 0.5995 2.8672
H 2.3625 0.6594 4.6195
H 0.1960 -0.5735 4.3801
H 0.4394 -0.8116 2.6238
H 0.3832 1.5755 2.2926
H 0.0848 1.8954 3.9552
H -1.9524 0.2805 3.8130
H -1.8267 0.4419 2.0398
H -2.1730 1.8305 3.0881
H 2.6337 -3.6998 4.4096
H 1.2651 -2.8296 3.8002
H 1.1172 -1.5101 5.9751
H 2.4277 -2.5016 6.6192
H 0.2628 -3.1761 7.3437
H 0.9798 -4.4867 6.3501
H -0.5024 -3.2851 4.4181
H -1.3489 -2.6348 5.8044
H -1.3128 -4.3449 5.6325
C -2.1566 -2.7698 2.3799
C -3.5209 -2.1688 2.2342
C -3.4818 -0.6434 2.4559
C -4.8354 -0.1194 2.8313
P -5.0047 1.6667 2.6575
C -4.5127 2.1896 0.9975
C -4.9019 1.1647 -0.0874
C -4.4542 1.6197 -1.4651
C -4.7802 0.5586 -2.5197
C -6.7127 2.1580 2.9326
C -7.4265 1.5794 4.1502
C -8.9204 1.6398 4.0626
C -9.4966 3.0759 4.1006
C -3.8984 2.3756 3.8870
C -3.9478 3.8991 3.9721
C -3.3078 4.4806 5.2366
C -3.9515 3.9995 6.5411
H -1.7393 -2.5573 3.3621
H -1.4976 -2.3463 1.6167
H -2.1785 -3.8471 2.2055
H -4.2009 -2.6046 2.9675
H -3.9159 -2.3308 1.2227
H -3.0117 -0.1100 1.6292
H -2.7883 -0.5266 3.3000
H -5.2440 -0.5364 3.7532
H -5.6115 -0.5279 2.1508
H -3.4404 2.3953 1.0605
H -5.0460 3.0992 0.7145
H -5.9954 1.0898 -0.0609
H -4.5311 0.1515 0.0982
H -3.3918 1.8703 -1.4845
H -5.0373 2.5144 -1.7118
H -4.2939 -0.3754 -2.2374
H -4.6184 0.8965 -3.5377
H -5.8669 0.4065 -2.4798
H -7.2056 1.6919 2.0576
H -6.8237 3.2357 2.7966
H -7.0817 1.9775 5.1111
H -7.1068 0.5292 4.2381
H -9.3890 1.0665 4.8627
H -9.3308 1.1998 3.1440
H -9.3369 3.5931 3.1549
H -9.0574 3.6536 4.9131
H -10.5692 2.9805 4.2487
H -2.9036 2.0608 3.5303
H -4.0287 1.8470 4.8325
H -4.9650 4.2903 3.8715
H -3.3873 4.3186 3.1283
H -3.4379 5.5651 5.2034
H -2.2395 4.2590 5.2957
H -5.0003 4.2710 6.6516
H -3.4305 4.3732 7.4226
H -3.8271 2.9108 6.6179
C 3.4517 -3.2023 -4.4396
N 2.0565 -3.7334 -4.3930
C 1.7566 -4.2570 -3.0304
C 1.1138 -2.6405 -4.6564
C 1.8184 -4.8662 -5.3378
C 2.1174 -4.5950 -6.8000
O 3.5609 -4.6001 -6.9508
H 4.1506 -4.0327 -4.4511
H 3.6061 -2.5925 -3.5512
H 3.5675 -2.6155 -5.3424
H 2.6146 -4.8699 -2.7570
H 0.8715 -4.8729 -3.1085
H 1.6409 -3.4476 -2.3205
H 1.2833 -2.2412 -5.6488
H 1.2183 -1.8841 -3.8844
H 0.0998 -3.0343 -4.5857
H 0.7751 -5.1590 -5.2122
H 2.3893 -5.7164 -4.9652
H 1.6917 -3.6516 -7.1464
H 1.7027 -5.4535 -7.3406
H 3.8323 -4.7401 -7.8644
C -1.9566 -6.5613 -2.2138
N -3.2807 -5.9386 -1.8965
C -4.2761 -7.0109 -2.1053
C -3.3099 -5.5424 -0.4714
C -3.6205 -4.8038 -2.8497
C -2.9280 -3.4912 -2.5950
O -1.5033 -3.6184 -2.6138
H -1.1715 -5.8197 -2.1395
H -1.9736 -6.9553 -3.2278
H -1.7919 -7.3807 -1.5207
H -5.2302 -6.7015 -1.6783
H -3.9512 -7.8582 -1.5058
H -4.3982 -7.2756 -3.1485
H -3.0976 -6.3959 0.1548
H -4.2356 -4.9968 -0.2932
H -2.5466 -4.7700 -0.3395
H -4.6997 -4.6822 -2.7371
H -3.4584 -5.2111 -3.8468
H -3.2970 -3.0319 -1.6739
H -3.1890 -2.8260 -3.4255
H -1.1692 -2.8484 -2.1116
P 0.3847 -0.6951 -0.4627
F -0.4838 0.0472 0.6840
F -0.9394 -1.6167 -0.8025
F -0.0990 0.4642 -1.5037
F 1.1764 -1.4145 -1.7104
F 1.7305 0.1616 -0.1242
F 0.8841 -1.8223 0.5669
*
```

Atom charges from the Löwdin analysis, given in e for atoms 1 to 2: -0.099, -0.280